The following is a quantum chemistry calculation of C23H49NO2OsP2 as an isolated structure in a non-equilibrium geometry, from the OMol25 dataset.

Last column: Mulliken charge in e.
Cartesian coordinates (Å):
Os1 -0.1660 0.2731 -0.1310  5.5225
C1 -1.0728 0.4973 1.5141  -0.4515
O1 -1.6746 0.7089 2.5050  -0.4003
C2 0.6762 -0.1019 -1.8343  -0.4533
O2 1.2761 -0.4644 -2.7798  -0.3522
P1 -1.8264 -1.2787 -0.8144  -1.1291
C3 -3.1230 -0.2661 -1.6618  0.1973
H1 -3.8819 -0.9971 -1.9742  0.7062
C4 -1.3843 -2.5494 -2.1081  0.7026
H2 -0.7922 -1.9347 -2.8116  0.3533
C5 -2.8056 -2.1149 0.5261  0.6208
H3 -3.0846 -1.2482 1.1554  0.6082
C6 1.9369 2.0012 2.3396  0.9663
P2 1.4824 1.7882 0.5216  -1.2925
H4 1.3599 4.0864 -0.0908  0.9205
H5 0.9525 2.2037 2.7943  0.6400
C7 3.1213 2.0973 -0.3303  0.2901
H6 3.5604 2.9456 0.2129  0.5112
C8 -0.4796 -3.6388 -1.5524  -1.6188
H7 -0.0182 -4.1520 -2.4104  0.5152
H8 -1.0379 -4.3918 -0.9796  0.3645
H9 0.3268 -3.2276 -0.9306  0.2334
C9 -2.5528 -3.1484 -2.8985  -1.2850
H10 -3.1592 -3.8443 -2.3026  0.3100
H11 -2.1138 -3.7251 -3.7292  0.4619
H12 -3.2130 -2.3922 -3.3485  0.3750
C10 -4.0837 -2.8213 0.0846  -1.4446
H13 -4.7271 -2.2158 -0.5643  0.3762
H14 -4.6629 -3.0369 0.9944  0.4671
H15 -3.8870 -3.7846 -0.4021  0.4041
C11 -1.9414 -3.0556 1.3676  -1.2428
H16 -2.5222 -3.3095 2.2708  0.5131
H17 -0.9962 -2.5865 1.6866  0.1814
H18 -1.7132 -3.9938 0.8370  0.2934
C12 -3.7712 0.7359 -0.7046  -1.4482
H19 -4.3203 0.2430 0.1140  0.2715
H20 -4.4640 1.3745 -1.2690  0.5826
H21 -3.0171 1.3924 -0.2487  -0.0244
C13 -2.5678 0.4265 -2.9137  -1.4016
H22 -1.7621 1.1296 -2.6522  0.0419
H23 -3.3800 1.0083 -3.3798  0.5798
H24 -2.1685 -0.2901 -3.6522  0.3021
C14 2.8504 3.1995 2.6159  -1.5592
H25 2.5212 4.1314 2.1402  0.4323
H26 3.8905 3.0129 2.3217  0.4556
H27 2.8653 3.3873 3.6996  0.4367
C15 2.4925 0.7348 2.9698  -1.4533
H28 3.5056 0.4960 2.6213  0.3241
C16 -0.3205 3.0886 -1.0914  -0.8832
H29 1.8505 -0.1313 2.7823  0.1903
H30 2.5519 0.8847 4.0591  0.4997
C17 -0.2566 3.9189 1.3228  -1.6169
H31 -0.8594 2.0943 -1.0195  -0.1867
H32 -1.1003 3.8539 -1.1696  0.7354
H33 0.2679 3.1033 -2.0231  0.0703
C18 0.5530 3.3714 0.1433  -0.1962
H34 -0.9580 4.6734 0.9416  0.4899
H35 0.3600 4.4022 2.0877  0.3743
H36 -0.8509 3.1427 1.8102  0.2614
C19 2.9637 2.5225 -1.7965  -1.2164
H37 2.4959 1.7185 -2.3802  0.1937
H38 3.9664 2.7044 -2.2136  0.4756
H39 2.3800 3.4509 -1.9152  0.4001
C20 4.0382 0.8889 -0.2035  -1.1533
H40 3.5544 -0.0035 -0.6141  0.2349
H41 4.3326 0.6867 0.8337  0.2089
H42 4.9569 1.0599 -0.7775  0.5033
H43 -2.7130 3.6114 -0.9769  0.0815
H44 -3.1570 3.0898 -1.3035  0.0310
C21 3.6720 -2.8361 2.4567  -1.2359
C22 2.4851 -3.2338 1.5611  -0.4465
C23 1.6140 -2.1589 1.1728  -0.0167
N1 1.0268 -1.2921 0.6517  0.0246
H45 4.2470 -2.0241 1.9984  0.2971
H46 4.3551 -3.6836 2.6236  0.4094
H47 3.3085 -2.5033 3.4372  0.3511
H48 2.8735 -3.7222 0.6656  0.3317
H49 1.9149 -3.9814 2.1189  0.3839

Total energy ... -1882.5704 a.u.
Charge ... +4
Multiplicity ... 5
F_max ... 7.89 eV/A

The following is a quantum chemistry calculation of a 4-piece molecular cluster, C23H49O10S3 overall in a non-equilibrium geometry, from the OMol25 dataset.

Last column: Mulliken charge in e.
Cartesian coordinates (Å):
C1 -1.8634 3.4792 -0.2585  0.0013
C2 -0.7433 3.4834 -0.6859  -0.4015
C3 0.6706 3.5009 -1.0627  -0.4654
C4 0.9638 2.4999 -2.2019  -0.5338
C5 1.3932 1.1417 -1.6184  -0.6330
C6 0.4736 0.5835 -0.5270  0.9773
C7 1.2568 -0.3247 0.4584  -1.0369
C8 2.1506 0.5108 1.3752  -0.2418
C9 1.3381 1.0804 2.5544  -0.2519
O1 2.1489 1.4188 3.6681  -0.4971
C10 2.9254 2.5814 3.4474  -0.7334
C11 2.1296 3.0832 -3.0535  0.3628
C12 3.3050 3.6665 -2.2337  -1.5811
C13 2.7080 2.0476 -4.0179  -0.5005
C14 3.5315 2.6450 -5.1833  -1.4244
H1 -2.9026 3.4571 -0.0275  0.5004
H2 0.8964 4.5284 -1.3489  0.5607
H3 1.2035 3.2607 -0.1187  -0.3297
H4 2.4494 1.1408 -1.2830  0.3530
H5 1.3624 0.4188 -2.4322  -0.1824
H6 -0.2988 -0.0451 -0.9719  0.1189
H7 0.0215 1.3589 0.0866  -0.5406
H8 0.5500 -0.8783 1.0842  0.4891
H9 1.8313 -1.0425 -0.1248  0.1138
H10 2.5326 1.3749 0.8300  -0.0080
H11 3.0246 -0.0340 1.7374  0.5174
H12 0.6115 0.3283 2.8500  0.0722
H13 0.8170 1.9597 2.1635  0.3627
H14 3.9325 2.3014 3.1260  0.2526
H15 3.0230 3.1016 4.4003  0.2730
H16 2.4780 3.2384 2.7014  0.3036
H17 1.7127 3.8984 -3.6586  0.4431
H18 3.0500 4.5841 -1.7086  0.3686
H19 3.7201 2.9250 -1.5484  0.2091
H20 4.1294 3.9338 -2.9077  0.5718
H21 3.3707 1.3964 -3.4415  0.1223
H22 1.9229 1.3946 -4.3993  0.4866
H23 4.5224 2.1898 -5.2234  0.3178
H24 3.6666 3.7168 -5.0549  0.3761
H25 3.0480 2.4316 -6.1355  0.3565
O2 1.7072 -2.0850 -2.4845  -0.4226
S1 1.5283 -3.4024 -2.9985  1.0230
O3 1.7012 -4.5452 -2.1540  -0.6544
O4 2.4440 -3.5675 -4.2929  -0.3331
C15 3.8351 -3.2145 -4.1610  -0.1608
C16 4.6385 -4.2791 -3.4400  -1.0451
C17 -0.0284 -3.5143 -3.8095  -1.0391
H26 3.9197 -2.2449 -3.6675  0.1900
H27 4.1954 -3.0949 -5.1810  0.2948
H28 4.3449 -4.3558 -2.3941  0.2956
H29 5.7002 -4.0334 -3.4808  0.4016
H30 4.4811 -5.2553 -3.8995  0.2654
H31 -0.1352 -2.6645 -4.4779  0.3122
H32 -0.7912 -3.4871 -3.0347  0.3752
H33 -0.0744 -4.4538 -4.3539  0.3914
O5 -2.6279 0.3288 3.9762  -0.5981
S2 -2.0317 -0.5012 4.9750  1.3411
O6 -1.3883 -1.7261 4.6166  -0.6754
O7 -3.1268 -0.7997 6.0967  -0.3428
C18 -4.3959 -1.3186 5.6517  -0.2967
C19 -4.3310 -2.7924 5.3031  -1.0031
C20 -0.9332 0.4562 5.9596  -0.8516
H34 -4.7587 -0.7258 4.8105  0.3092
H35 -5.0770 -1.1572 6.4855  0.2816
H36 -3.7171 -2.9633 4.4202  0.2655
H37 -5.3337 -3.1704 5.1012  0.3906
H38 -3.8943 -3.3612 6.1244  0.3000
H39 -1.4403 1.3669 6.2654  0.3064
H40 -0.0682 0.6901 5.3384  0.2054
H41 -0.6311 -0.1342 6.8204  0.3528
O8 -6.3855 -0.0756 -0.2654  -0.6637
S3 -5.5853 -1.1915 0.1401  1.1627
O9 -5.5721 -1.6005 1.5115  -0.5680
O10 -4.1112 -0.9998 -0.3826  -0.1957
C21 -3.4161 0.2446 -0.0752  -0.5539
C22 -2.9093 0.2906 1.3493  -0.7180
C23 -5.9838 -2.5870 -0.8590  -0.9877
H42 -4.0662 1.0892 -0.3019  0.4029
H43 -2.5780 0.2859 -0.7678  0.0538
H44 -3.7298 0.3370 2.0660  0.5576
H45 -2.2837 1.1718 1.4866  0.3609
H46 -2.3229 -0.5988 1.5808  0.1262
H47 -5.9663 -2.2866 -1.9026  0.3223
H48 -6.9807 -2.9144 -0.5722  0.3723
H49 -5.2585 -3.3721 -0.6643  0.3001

Total energy ... -2852.5362 a.u.
Charge ... -1
F_max ... 1.36 eV/A

The following is a quantum chemistry calculation of a 2-piece molecular cluster, C23H50ClNO3P overall in a non-equilibrium geometry, from the OMol25 dataset.

Last column: Mulliken charge in e.
Cartesian coordinates (Å):
C1 1.5929 2.2899 0.0635  -0.4769
C2 0.7681 2.2352 -1.2999  -0.6179
C3 -0.2970 1.0251 -1.3700  -0.5138
C4 0.3800 -0.3559 -1.8664  0.5945
C5 0.4674 -0.1902 -3.4839  -1.1370
P1 -0.6468 -1.9312 -1.4505  0.8521
C6 -2.3923 -1.1027 -1.6429  -0.9135
C7 -3.5947 -2.1536 -1.6222  -0.1574
C8 -4.0392 -2.7211 -3.0304  0.3572
N1 -3.6344 -2.2218 -4.3368  -0.6717
O1 -4.8286 -3.7052 -3.0237  -0.6115
C9 -0.5446 -1.8340 0.4573  0.4674
C10 0.7115 -1.0577 1.0657  -0.3803
C11 -0.5662 -3.2898 1.1740  -0.3903
C12 -2.0456 -3.8709 1.3862  -1.0921
O2 -0.8994 -2.4244 -3.1324  -0.6089
C13 -0.0441 -3.5281 -3.5234  -0.7465
C14 1.1144 -3.7434 -2.4216  0.2479
C15 2.6182 -3.9815 -2.8811  -0.9422
C16 3.5811 -2.7238 -2.7041  -0.6373
C17 3.9841 -2.4251 -1.1740  0.4338
Cl1 5.8008 -2.1423 -1.0077  -0.2715
O3 0.9216 -2.7535 -1.4072  -0.3336
H1 2.2171 3.2521 0.0777  0.3986
H2 0.9553 2.2881 1.0061  -0.2088
H3 2.3610 1.4370 0.1113  0.0927
H4 1.5206 2.2235 -2.1469  0.2438
H5 0.1754 3.2164 -1.3598  0.3422
H6 -0.8777 0.9137 -0.4027  0.2722
H7 -1.0474 1.3233 -2.1720  0.2993
H8 1.4775 -0.4331 -1.5418  -0.5985
H9 1.0788 -1.0043 -3.9783  0.2023
H10 -0.5451 -0.0020 -3.9588  0.1302
H11 1.0660 0.7845 -3.6425  0.4443
H12 -1.3254 -3.2042 -1.1848  0.0955
H13 -2.6111 -0.3771 -0.7765  0.3494
H14 -2.4129 -0.4569 -2.5830  0.1917
H15 -4.5063 -1.5792 -1.2144  0.3699
H16 -3.4464 -3.0132 -0.8857  -0.0931
H17 -2.9117 -2.8803 -4.6765  0.3033
H18 -3.2172 -1.2867 -4.2928  0.4010
H19 -1.4817 -1.3042 0.8689  0.4140
H20 0.9183 -1.3791 2.1525  0.5767
H21 1.6897 -1.1919 0.5147  -0.2572
H22 0.4059 0.0461 1.1525  -0.3288
H23 -0.0898 -3.2523 2.2193  0.5602
H24 0.0131 -4.0742 0.5941  -0.1797
H25 -2.3347 -4.3987 0.4140  0.2561
H26 -2.8056 -3.1051 1.7313  0.2576
H27 -1.9544 -4.7171 2.1614  0.3695
H28 -0.6866 -4.4762 -3.4223  0.2767
H29 0.2776 -3.5314 -4.6222  0.1502
H30 0.7996 -4.7113 -1.9017  0.0864
H31 3.0373 -4.8124 -2.2057  0.3322
H32 2.7307 -4.3684 -3.9466  0.2978
H33 4.5701 -2.9861 -3.2285  0.5135
H34 3.1962 -1.7740 -3.2059  0.1722
H35 3.5739 -3.1870 -0.4444  0.2213
H36 3.4746 -1.4335 -0.9070  -0.4087
C18 0.5426 2.4866 4.6167  -0.9828
C19 -0.6934 3.3708 4.5045  -0.4289
C20 -0.6723 4.2771 3.2724  -0.4985
C21 0.4702 5.2967 3.2329  -0.5645
C22 0.5358 6.2473 4.4293  -0.4763
C23 -0.6958 7.1349 4.5571  -1.1989
H37 1.4548 3.0784 4.7259  0.2623
H38 0.4635 1.8372 5.4931  0.3922
H39 0.6474 1.8499 3.7342  0.1132
H40 -0.8062 3.9638 5.4169  0.2611
H41 -1.5762 2.7255 4.4443  0.3530
H42 -1.6318 4.8017 3.2071  0.3497
H43 -0.6106 3.6539 2.3737  0.1609
H44 0.3741 5.8870 2.3148  0.4145
H45 1.4263 4.7696 3.1502  0.2757
H46 1.4156 6.8892 4.3123  0.3601
H47 0.6845 5.6907 5.3600  0.2603
H48 -0.8331 7.7401 3.6573  0.2890
H49 -0.5852 7.8138 5.4069  0.3743
H50 -1.6023 6.5473 4.7197  0.2868

Total energy ... -1988.2846 a.u.
Charge ... -1
F_max ... 3.52 eV/A